[1]
Computed, not measured: 4 unconnected molecules or ions with the total composition CH7O5, with ωB97M-V/def2-TZVPD.

Positions of all 13 atoms, in Å:
O: -0.29 -0.97 0.82
C: 0.68 -0.22 0.60
O: 0.62 0.84 -0.09
H: 1.68 -0.41 1.04
H: 2.92 0.63 0.33
H: 2.65 2.00 0.74
O: 3.37 1.36 0.78
H: -1.89 -1.20 0.28
H: -3.03 -0.21 0.16
O: -2.87 -1.16 0.11
H: -0.96 0.41 -1.13
H: -1.00 -0.72 -2.33
O: -1.35 0.08 -1.95

Values from the calculation:
total charge	-1
spin multiplicity	1
energy relative to the best compared isomer or geometry (same formula, charge and spin)	17.46	kcal per mole
HOMO	-5.5	eV

=====

[2]
Computed, not measured: 2 unconnected molecules or ions with the total composition CH7OS2, with ωB97M-V/def2-TZVPD.

Positions of all 11 atoms, in Å:
O: 2.75 0.15 -0.68
H: 0.82 -0.33 -0.21
H: 3.58 0.12 -0.19
H: 2.98 0.73 -1.41
C: -0.27 0.35 1.95
S: -0.17 -0.85 0.47
S: -1.45 0.45 -1.15
H: 0.29 -0.24 2.65
H: 0.21 1.28 1.77
H: -1.25 0.43 2.37
H: -1.74 1.16 -0.07

Values from the calculation:
spin multiplicity	2
energy relative to the best compared isomer or geometry (same formula, charge and spin)	3.74	kcal per mole
HOMO (alpha / beta)	-6.5 / -8.2	eV

=====

[3]
Computed, not measured: 2 unconnected molecules or ions with the total composition CH7OS2, with ωB97M-V/def2-TZVPD.

Positions of all 11 atoms, in Å:
O: 2.49 -0.01 -0.28
H: 0.75 0.83 -0.11
H: 3.21 0.25 0.32
H: 2.95 -0.65 -0.83
C: -0.40 -0.79 -1.54
S: -0.56 0.65 -0.44
S: -0.88 -0.11 1.46
H: 0.34 -0.51 -2.28
H: -0.05 -1.62 -0.95
H: -1.38 -0.85 -2.01
H: 0.39 -0.53 1.65

Values from the calculation:
total charge	+1
spin multiplicity	1
energy relative to the best compared isomer or geometry (same formula, charge and spin)	2.10	kcal per mole
HOMO	-15.1	eV

=====

[4]
Computed, not measured: 2 unconnected molecules or ions with the total composition CH7PSi, with ωB97M-V/def2-TZVPD.

Positions of all 10 atoms, in Å:
C: -1.68 0.47 0.62
Si: 2.28 -0.40 -0.04
P: -1.32 -1.24 0.00
H: -1.21 0.64 1.59
H: -2.79 0.72 0.78
H: -1.11 1.21 0.00
H: 2.82 -1.76 -0.14
H: 2.13 -0.07 1.44
H: 3.10 0.56 -0.73
H: -1.61 -1.02 -1.41

Values from the calculation:
spin multiplicity	1
energy relative to the best compared isomer or geometry (same formula, charge and spin)	73.64	kcal per mole
HOMO (alpha / beta)	-8.0 / -8.4	eV

=====

[5]
Computed, not measured: a molecular structure, CH8B2Na6O3, with ωB97M-V/def2-TZVPD.

Positions of all 20 atoms, in Å:
Na: -0.91 -0.08 1.64
Na: 1.54 -0.16 -0.17
Na: -0.02 -2.75 2.11
Na: -0.57 -0.01 -2.35
Na: -2.72 -1.60 1.01
Na: -1.93 -2.15 -1.63
C: -0.25 -1.76 -0.12
O: -1.20 -2.50 0.14
O: -0.08 -1.38 -1.29
O: 0.46 -1.41 0.80
B: 0.75 1.41 -1.47
H: 0.98 0.37 -1.68
H: 0.58 1.52 -0.41
H: 1.60 1.98 -1.81
H: -0.12 1.72 -2.01
B: 0.37 1.38 1.46
H: 0.36 0.62 0.70
H: -0.56 1.92 1.51
H: 0.55 0.82 2.37
H: 1.16 2.07 1.20

Values from the calculation:
total charge	+2
spin multiplicity	1
energy relative to the best compared isomer or geometry (same formula, charge and spin)	216.16	kcal per mole
HOMO	-14.1	eV

=====

[6]
Computed, not measured: 2 unconnected molecules or ions with the total composition CH8N2O, with ωB97M-V/def2-TZVPD.

Positions of all 12 atoms, in Å:
N: 1.90 0.57 -1.90
C: 0.32 0.46 -1.88
N: -0.27 -0.57 -2.82
H: 2.26 -0.36 -2.15
H: 2.27 1.22 -2.51
H: -0.10 0.20 -0.80
H: -0.07 1.44 -2.19
H: 0.39 -1.46 -2.71
H: -0.18 -0.12 -3.72
H: -2.68 0.08 6.44
H: -1.49 -0.85 7.19
O: -2.36 -0.60 7.06

Values from the calculation:
spin multiplicity	1
energy relative to the best compared isomer or geometry (same formula, charge and spin)	32.12	kcal per mole
HOMO	-9.2	eV

=====

[7]
Computed, not measured: 2 unconnected molecules or ions with the total composition CH8N2O, with ωB97M-V/def2-TZVPD.

Positions of all 12 atoms, in Å:
N: -0.18 -0.12 2.09
C: 0.19 -0.13 0.60
N: -0.94 0.17 -0.44
H: 0.29 -0.95 2.63
H: -1.14 -0.48 2.29
H: 0.58 -1.06 0.27
H: 0.93 0.76 0.46
H: -1.24 1.08 -0.17
H: -1.76 -0.34 0.01
H: 1.13 -0.28 -3.02
H: 0.70 0.70 -2.02
O: 1.45 0.63 -2.70

Values from the calculation:
spin multiplicity	1
energy relative to the best compared isomer or geometry (same formula, charge and spin)	25.84	kcal per mole
HOMO	-10.0	eV

=====

[8]
Computed, not measured: 2 unconnected molecules or ions with the total composition CH8N3, with ωB97M-V/def2-TZVPD.

Positions of all 12 atoms, in Å:
N: -1.33 0.53 -1.57
H: -1.75 -0.31 -1.96
H: -0.86 0.15 0.33
H: -0.54 0.80 -2.16
H: -2.02 1.27 -1.69
N: 1.50 -0.96 0.39
C: 0.92 -0.20 1.29
N: -0.28 0.29 1.17
H: 1.07 -1.14 -0.51
H: 2.38 -1.39 0.61
H: 1.48 0.01 2.19
H: -0.57 0.94 1.89

Values from the calculation:
total charge	+1
spin multiplicity	1
energy relative to the best compared isomer or geometry (same formula, charge and spin)	2.96	kcal per mole
HOMO	-15.0	eV